Below is C26H38FN3O16S as an isolated structure, with properties calculated with ωB97M-V with the def2-TZVPD basis set.

Results
HOMO-LUMO gap: 8.061 eV
energy: -2879.66935 Eh
E_LUMO: -1.43 eV
charge: 0
ΔE to the lowest compared entry with this formula, charge and spin: 2.371 eV
HOMO: -9.49 eV

```
85
Properties=species:S:1:pos:R:3:lowdin_charge:R:1
H -0.893 -6.705 -2.074 0.11
H -5.369 -9.044 -7.112 0.12
C 0.126 -5.765 -0.526 -0.38
H -0.709 -6.545 -4.936 0.08
C 0.694 2.066 1.503 -0.04
C 5.856 0.620 3.083 -0.60
H 1.756 6.920 3.440 0.09
C -5.761 -9.963 -5.186 -0.07
H 0.379 11.879 6.141 0.12
H 7.572 -1.419 2.803 0.10
C -2.895 -3.352 -1.514 -0.10
C 5.930 3.253 1.533 -0.06
O -1.125 4.885 0.600 0.04
C -0.736 -1.902 -1.089 -0.30
O 4.862 1.295 2.494 0.03
C 0.457 11.301 5.219 -0.22
H 1.195 -3.037 -0.553 0.13
C -0.062 6.851 -0.357 -0.06
C 0.107 -3.117 -0.785 0.06
C -0.129 4.211 1.185 -0.60
H -2.030 6.704 0.478 0.12
O 1.163 -5.742 -3.225 0.17
H -4.834 -10.537 -5.155 0.08
H -0.957 -8.280 -4.668 0.10
C -0.580 -4.389 -0.815 -0.08
O -2.630 -7.187 -5.210 0.00
C 6.670 -1.529 3.407 -0.04
H 1.593 2.180 0.896 0.10
H -6.560 -10.619 -5.535 0.08
C -1.227 -7.432 -5.301 -0.04
O 2.035 8.190 5.054 0.01
H 3.313 7.811 3.446 0.10
O -4.670 -7.824 -5.567 0.03
H 6.947 2.915 1.738 0.08
O -5.733 -4.336 -0.081 0.12
C -4.389 -3.555 -1.916 -0.04
H -0.872 10.574 3.673 0.07
C 4.958 2.724 2.569 -0.21
O 1.616 9.692 3.410 0.12
H 1.114 11.854 4.545 0.12
N -2.812 -0.763 -1.728 -0.22
C -3.388 -8.131 -5.791 -0.60
H 5.666 2.889 0.538 0.08
C 2.564 7.310 4.061 -0.04
H -2.551 -5.497 -1.187 0.10
N -0.014 -6.786 -1.559 0.14
H -6.581 -8.227 -6.138 0.12
H -4.382 -3.914 -2.994 0.14
H 6.326 -2.559 3.335 0.09
C -1.031 6.315 0.678 -0.21
O -0.345 2.904 0.995 -0.01
C -5.155 -4.649 -1.089 -0.46
C -0.924 11.112 4.621 -0.07
H 0.356 1.034 1.432 0.08
N -0.207 -0.599 -1.075 -0.23
C 1.572 9.346 4.563 -0.60
O -5.257 -5.995 -1.481 0.06
H -0.757 6.631 1.687 0.12
H -0.919 -7.610 -6.331 0.10
H -5.011 -2.626 -1.905 0.13
C -2.218 -1.999 -1.451 -0.26
O 6.793 1.101 3.667 0.12
H 0.957 6.514 -0.155 0.07
O -2.980 -9.090 -6.391 0.13
H 3.960 3.115 2.364 0.11
H -5.979 -9.652 -4.161 0.08
H 5.926 4.345 1.524 0.08
H 0.906 2.287 2.549 0.10
S -1.547 0.292 -1.473 0.98
O 5.636 -0.689 2.895 0.00
H -1.402 12.077 4.444 0.08
H 3.041 6.477 4.574 0.09
H 5.230 3.044 3.576 0.12
F 1.879 -7.802 -2.619 0.12
O 0.694 -5.912 0.520 0.15
H -0.068 7.943 -0.361 0.08
C -2.063 -4.489 -1.177 0.03
O 1.037 10.040 5.576 0.03
H -1.554 10.522 5.290 0.08
C -5.628 -8.755 -6.091 -0.21
H 6.880 -1.306 4.453 0.10
O 0.809 4.694 1.768 0.11
H -4.380 -6.371 -1.674 0.09
H -0.326 6.491 -1.353 0.08
C 1.063 -6.709 -2.540 -0.45
```

---

Below is C26H38Ge2NORhSbSe4 as an isolated structure, with properties calculated with ωB97M-V with the def2-TZVPD basis set.

Results
multiplicity: 6
HOMO-LUMO gap (alpha / beta): 7.380 / 5.538 eV
energy: -15253.28679 Eh
E_LUMO (alpha / beta): -6.26 / -8.05 eV
charge: +2
ΔE to the lowest compared entry with this formula, charge and spin: 0.000 eV
HOMO (alpha / beta): -13.64 / -13.59 eV

```
74
Properties=species:S:1:pos:R:3:lowdin_charge:R:1
C -0.334 0.233 -2.375 -0.14
C -0.284 -3.474 -1.538 -0.10
H -1.220 -3.183 0.248 0.06
Sb 3.533 -0.583 3.390 0.21
O 2.671 -0.179 -2.057 -0.23
C -2.664 -0.113 0.217 -0.14
C -1.100 0.249 3.446 -0.15
H 1.522 2.383 3.138 0.05
C -0.882 -5.188 0.155 0.02
H -1.741 -3.073 -3.687 0.12
H -1.913 -0.188 2.873 0.09
C 0.893 1.459 4.967 -0.12
C -3.987 -0.172 -0.190 -0.07
C 3.369 -1.372 -2.515 -0.27
H 1.114 3.228 -2.163 0.01
H 0.048 0.404 6.637 0.12
C 0.499 3.878 -1.536 -0.24
H 3.086 4.620 0.436 0.04
C -0.045 -0.934 -1.661 -0.23
H 2.881 0.563 -2.636 0.11
H 0.131 -5.098 0.539 0.10
Ge 0.850 3.541 0.344 0.71
H 2.967 3.459 1.767 -0.01
C -1.681 -0.957 -3.958 -0.05
C -3.981 2.207 -0.556 -0.05
H -2.828 -4.763 -1.622 0.12
H -4.514 -1.121 -0.205 0.10
H 0.767 4.916 -1.756 0.04
H -0.312 -4.257 -2.292 0.14
C -0.010 0.592 5.571 -0.06
H -2.314 -0.979 -4.838 0.12
Rh 1.278 -0.426 -0.173 0.18
H -2.148 3.221 -0.128 0.07
H -4.492 3.113 -0.860 0.12
H -1.205 4.726 1.316 0.02
H -3.355 -4.072 -0.073 0.11
C -1.007 -0.011 4.812 -0.06
Se 4.356 1.608 4.271 0.19
H 5.299 -0.751 -1.793 0.07
C 2.750 3.616 0.713 -0.26
C -2.712 -3.929 -0.936 0.03
H 5.342 -2.037 -3.012 0.10
C -1.152 0.238 -3.496 -0.04
Se 3.361 0.195 0.884 0.25
H -2.958 -2.997 -1.431 0.09
H 0.102 1.179 -2.067 0.06
C -0.181 1.102 2.820 -0.41
H 2.899 -1.724 -3.429 0.12
H -0.553 3.733 -1.787 0.02
H -5.681 0.943 -0.902 0.12
H -1.362 1.170 -4.010 0.12
C -2.651 2.262 -0.143 -0.11
H -1.721 -0.674 5.288 0.11
H -0.925 -5.966 -0.602 0.12
Se 5.689 -1.785 3.032 0.14
H 5.005 -0.375 -3.503 0.09
C -4.648 0.990 -0.581 -0.06
C -0.568 -2.137 -2.144 -0.26
C -1.984 1.103 0.253 -0.35
H 0.284 5.674 1.514 0.04
N -1.287 -3.888 -0.469 -0.18
H -1.565 -5.424 0.966 0.11
C -1.367 -2.128 -3.296 -0.05
H -2.152 -1.029 0.506 0.06
H 1.653 1.955 5.563 0.09
H 3.310 2.896 0.117 -0.03
Se 0.632 -1.750 1.500 0.49
C 0.812 1.704 3.598 -0.20
C -0.146 4.669 1.573 -0.22
C 4.840 -1.113 -2.713 -0.06
Ge -0.159 1.318 0.882 0.82
H 3.208 -2.116 -1.740 0.10
H 0.687 -3.486 -1.059 0.10
H -0.048 4.306 2.597 0.02
```

---

Below is C26H38MnN2O2PTe as an isolated structure, with properties calculated with ωB97M-V with the def2-TZVPD basis set.

Results
multiplicity: 5
HOMO-LUMO gap (alpha / beta): 6.932 / 4.351 eV
energy: -3033.13597 Eh
E_LUMO (alpha / beta): -6.89 / -9.33 eV
charge: +2
HOMO (alpha / beta): -13.82 / -13.68 eV

```
71
Properties=species:S:1:pos:R:3:lowdin_charge:R:1
H 10.423 6.986 6.699 0.08
C 10.326 6.593 8.851 -0.27
C 21.219 7.819 9.430 -0.06
H 18.030 7.024 10.685 0.04
N 15.729 9.614 8.331 -0.24
Mn 16.354 7.790 8.287 0.56
C 18.636 6.000 7.185 -0.66
H 21.598 7.907 10.454 0.10
O 15.747 7.103 11.317 -0.06
H 19.600 4.095 7.052 0.09
C 15.303 10.254 9.456 -0.22
H 18.232 5.175 5.234 0.09
H 21.437 7.611 6.689 0.10
C 19.595 8.773 6.735 -0.36
C 15.379 9.367 10.637 -0.24
H 7.505 5.781 10.581 0.11
C 21.566 9.357 5.421 -0.05
C 19.664 7.974 9.493 -0.64
Te 12.981 7.190 7.547 1.60
H 13.946 11.748 8.771 0.09
C 19.111 6.987 10.576 -0.08
H 10.585 8.467 7.727 0.08
C 17.308 5.332 7.703 -0.11
H 22.579 9.134 5.112 0.11
C 19.586 10.755 5.332 -0.06
H 13.386 6.422 10.083 0.04
H 17.720 6.872 5.332 0.09
C 10.840 5.245 10.853 -0.03
C 18.928 9.912 6.224 -0.08
H 19.576 7.292 11.505 0.09
O 15.644 9.738 7.077 -0.11
C 12.748 5.927 9.360 -0.32
H 21.687 8.602 8.832 0.08
H 9.150 4.693 12.027 0.11
C 19.354 9.458 9.942 -0.07
H 19.426 5.965 10.406 0.07
H 14.207 10.469 12.047 0.11
H 21.421 11.180 4.265 0.11
H 11.557 4.764 11.498 0.12
H 15.631 12.240 8.801 0.10
P 18.730 7.718 7.910 1.08
H 14.713 12.133 10.337 0.08
H 19.930 9.646 10.848 0.09
H 17.230 4.333 7.253 0.11
H 15.955 10.571 12.342 0.12
H 19.436 6.455 5.166 0.08
H 13.181 4.967 9.063 0.08
C 15.147 9.909 12.020 0.03
H 15.066 9.064 12.705 0.08
H 19.081 11.634 4.949 0.11
H 17.255 5.209 8.793 0.09
C 11.286 5.906 9.702 -0.26
C 8.957 6.546 9.194 -0.02
C 8.543 5.841 10.320 -0.03
H 17.894 10.124 6.515 0.08
C 20.913 10.492 4.931 -0.04
H 20.766 5.385 7.117 0.08
H 15.943 7.548 12.178 0.10
N 15.718 8.133 10.300 -0.06
H 18.294 9.594 10.158 0.05
H 16.418 5.874 7.315 0.04
H 19.915 4.873 8.596 0.07
C 19.811 5.058 7.526 -0.07
H 21.522 6.853 9.050 0.07
H 8.231 7.056 8.584 0.12
C 20.923 8.495 6.320 -0.09
H 19.655 10.185 9.193 0.08
C 18.501 6.154 5.627 -0.07
C 9.483 5.193 11.142 -0.04
C 10.766 7.382 7.658 -0.31
C 14.863 11.692 9.351 0.00
```

---

Below is C26H38N4NbO3 as an isolated structure, with properties calculated with ωB97M-V with the def2-TZVPD basis set.

Results
HOMO-LUMO gap: 6.791 eV
energy: -1515.10088 Eh
E_LUMO: 2.04 eV
charge: -1
HOMO: -4.75 eV

```
72
Properties=species:S:1:pos:R:3:lowdin_charge:R:1
C 4.064 -1.585 1.280 -0.16
C 4.214 -0.603 -2.953 -0.06
H 2.994 0.228 -5.987 0.10
H 2.206 -0.420 -3.701 0.11
H -2.154 1.247 -2.446 0.11
C 3.262 -0.346 -3.926 -0.07
H -5.878 0.207 -2.029 0.11
C -5.290 1.007 -0.078 -0.32
H 3.923 -0.883 -1.950 0.08
H -4.965 2.513 2.434 -0.17
H -9.545 -1.956 2.457 0.09
C 7.463 -0.291 -0.120 -0.16
H -2.542 2.339 1.811 -0.12
H -7.534 -0.705 3.262 0.09
C -4.970 0.416 -1.462 -0.20
C -9.426 -0.906 2.226 -0.08
C 7.724 0.741 0.770 -0.06
H -1.834 3.425 -1.282 0.07
H 5.319 -4.450 0.011 0.10
H 5.428 0.384 -6.406 0.10
H 6.445 -0.628 -0.281 0.08
H 11.071 0.762 0.338 0.10
C 4.956 -2.635 1.105 -0.09
H -5.003 0.403 3.745 -0.13
H 3.169 -4.255 -1.258 0.10
H 1.698 -2.303 -0.809 0.11
C 5.557 -0.487 -3.288 -0.14
H -2.913 3.608 -2.681 0.07
N 2.928 -1.471 0.602 0.06
H -4.444 -0.534 -1.291 0.12
C -10.154 1.121 1.202 -0.09
C 10.030 0.487 0.234 -0.08
C -1.065 -0.094 2.916 -0.43
H -0.175 -1.984 3.567 0.06
C 4.647 -3.618 0.178 -0.08
H 10.416 -1.058 -1.209 0.10
H 4.271 -0.802 2.002 0.11
C 9.039 1.138 0.951 -0.08
H -10.857 1.695 0.613 0.09
C -8.307 -0.214 2.679 -0.15
C 5.061 0.102 -5.425 -0.17
H -11.251 -0.727 1.103 0.10
H -5.100 2.081 -0.114 0.08
H -2.790 1.203 -0.798 0.09
C -2.807 3.156 -1.694 -0.08
H 5.870 -2.674 1.683 0.10
H 6.323 -0.687 -2.548 0.07
H -3.241 1.906 4.171 -0.18
C -9.001 1.719 1.697 -0.16
C -2.930 1.648 -1.783 -0.28
H -8.788 2.763 1.494 0.10
N -8.101 1.069 2.422 0.07
N 5.984 -0.141 -4.500 0.05
H -6.361 0.880 0.121 0.10
H 6.911 1.218 1.301 0.10
H -3.573 3.564 -1.039 0.07
O -2.457 -0.331 2.811 -0.51
C 3.696 0.014 -5.192 -0.08
N 8.406 -0.923 -0.812 0.06
C 9.663 -0.533 -0.632 -0.15
H 0.769 -1.086 2.363 0.04
H -0.707 -1.930 1.881 0.07
C -0.240 -1.352 2.680 -0.11
H -0.836 0.347 3.891 0.09
C 2.636 -2.422 -0.277 -0.17
H 9.285 1.941 1.634 0.10
Nb -3.761 1.149 2.592 1.09
O -4.548 0.393 0.947 -0.51
C 3.458 -3.513 -0.526 -0.07
O -4.191 1.245 -2.320 -0.17
H -0.775 0.648 2.170 0.07
C -10.368 -0.222 1.474 -0.10
```